[1]
ORCA calculation (ωB97M-V/def2-TZVPD) on a single C5H13NO molecule.

Structure (ORCA input):
```
! RIJCOSX wB97M-V def2-TZVPD def2/J DEFGRID3
* xyz 0 1
N -1.03 -1.00 2.54
C -1.14 -1.30 1.12
C -1.23 -0.10 0.18
C -0.11 0.95 0.32
C 1.25 0.41 -0.14
C 1.30 -0.03 -1.58
O 0.75 0.96 -2.46
H -0.19 -0.45 2.71
H -1.80 -0.38 2.79
H -2.02 -1.91 0.97
H -0.30 -1.92 0.80
H -2.20 0.41 0.30
H -1.27 -0.39 -0.87
H 0.00 1.17 1.38
H -0.40 1.86 -0.20
H 1.57 -0.39 0.53
H 2.00 1.20 0.00
H 0.70 -0.91 -1.76
H 2.31 -0.27 -1.91
H 1.34 1.72 -2.47
*
```

Summary:
Energy above the lowest of the compared OMol25 structures with the same formula, charge and spin ... 19.9 kcal per mole
Calculated total energy ... -8933.14736 eV
Gap between HOMO and LUMO ... 10.3 eV
HOMO ... -9.3994 eV

Here are the Mulliken charges for atoms 1 to 8, given in e: N -0.613; C -0.742; C -0.579; C -0.634; C -0.434; C -0.658; O -0.513; H 0.286

[2]
ORCA calculation (ωB97M-V/def2-TZVPD) on a single C3H3Br2F3 molecule.

Structure (ORCA input):
```
! RIJCOSX wB97M-V def2-TZVPD def2/J DEFGRID3
* xyz 0 1
F -0.82 2.69 0.73
C -0.54 1.46 0.30
F -1.41 0.55 0.69
C 0.91 0.95 0.71
F 1.26 1.25 1.99
Br 2.15 1.91 -0.46
C 0.85 -0.66 0.39
Br 2.58 -1.48 0.31
H -0.75 1.42 -0.73
H 0.37 -0.71 -0.47
H 0.27 -1.09 1.16
*
```

Summary:
Energy above the lowest of the compared OMol25 structures with the same formula, charge and spin ... 8.6 kcal per mole
Calculated total energy ... -151396.18609 eV
Gap between HOMO and LUMO ... 11.1 eV
HOMO ... -10.5934 eV

Here are the Mulliken charges for atoms 1 to 8, given in e: F -0.234; C 0.056; F -0.258; C 0.426; F -0.258; Br -0.098; C -0.831; Br -0.105

[3]
ORCA calculation (ωB97M-V/def2-TZVPD) on 12 unconnected molecules or ions with the total composition C48H96O36.

Structure (ORCA input):
```
! RIJCOSX wB97M-V def2-TZVPD def2/J DEFGRID3
* xyz 0 1
C 13.93 -7.71 6.65
C 14.34 -9.15 6.67
O 14.90 -9.48 7.94
C 14.90 -10.68 8.49
O 15.34 -10.83 9.56
O 14.56 -11.55 7.56
C 14.48 -12.92 7.89
H 14.81 -7.11 6.43
H 13.48 -7.34 7.57
H 13.24 -7.72 5.81
H 15.12 -9.31 5.94
H 13.49 -9.80 6.43
H 14.18 -13.11 8.92
H 15.45 -13.37 7.68
H 13.78 -13.34 7.17
C 6.31 -7.79 7.78
C 5.82 -9.16 7.63
O 6.58 -10.15 8.25
C 6.13 -11.45 8.35
O 4.97 -11.86 8.03
O 7.13 -12.18 8.81
C 6.96 -13.57 9.00
H 7.40 -7.72 7.78
H 6.04 -7.41 8.77
H 6.00 -7.01 7.08
H 5.77 -9.48 6.59
H 4.75 -9.15 7.85
H 7.62 -13.90 9.80
H 7.07 -14.12 8.07
H 5.96 -13.84 9.31
C -1.46 1.67 7.06
C -1.56 0.46 6.03
O -0.95 -0.71 6.69
C -1.07 -1.92 6.06
O -1.34 -2.14 4.90
O -0.66 -2.91 6.83
C -0.49 -2.85 8.23
H -0.45 1.80 7.43
H -2.11 1.50 7.92
H -1.73 2.58 6.52
H -1.02 0.64 5.10
H -2.62 0.29 5.85
H -1.51 -3.01 8.56
H -0.05 -1.92 8.59
H 0.05 -3.73 8.58
C 7.46 6.68 10.92
C 8.81 7.22 10.35
O 8.75 8.57 10.47
C 9.85 9.34 10.37
O 11.02 8.99 10.25
O 9.41 10.60 10.49
C 10.40 11.58 10.76
H 7.41 5.59 10.99
H 6.62 6.92 10.28
H 7.36 7.02 11.95
H 9.01 6.93 9.32
H 9.64 6.92 10.99
H 11.23 11.44 10.06
H 10.72 11.55 11.80
H 10.01 12.57 10.52
C 18.08 8.04 4.73
C 16.99 7.71 5.74
O 16.76 6.29 5.65
C 16.38 5.56 6.72
O 16.02 5.93 7.84
O 16.56 4.39 6.33
C 16.24 3.31 7.15
H 18.18 9.12 4.82
H 17.87 7.69 3.72
H 19.09 7.68 4.95
H 16.06 8.23 5.52
H 17.23 8.00 6.76
H 15.23 3.29 7.57
H 16.97 3.19 7.95
H 16.31 2.36 6.63
C 12.32 -0.48 2.56
C 11.99 0.93 2.08
O 12.36 0.86 0.67
C 11.97 1.79 -0.19
O 11.30 2.84 -0.06
O 12.41 1.38 -1.46
C 12.11 2.12 -2.64
H 11.74 -1.19 1.98
H 12.11 -0.68 3.61
H 13.36 -0.72 2.32
H 12.56 1.68 2.64
H 10.95 1.19 2.28
H 11.11 2.05 -3.07
H 12.78 1.78 -3.43
H 12.24 3.20 -2.55
C 10.39 1.99 16.39
C 10.98 2.82 15.30
O 12.34 2.45 15.14
C 13.25 3.21 14.45
O 12.95 4.26 13.90
O 14.48 2.60 14.43
C 15.61 3.26 13.96
H 10.86 2.11 17.37
H 10.69 1.00 16.03
H 9.30 1.92 16.40
H 10.97 3.89 15.53
H 10.43 2.77 14.37
H 15.69 3.41 12.88
H 16.58 2.89 14.28
H 15.62 4.24 14.43
C 20.74 -7.89 7.23
C 21.43 -7.44 8.47
O 20.70 -6.35 8.90
C 20.18 -6.33 10.13
O 20.16 -7.21 10.99
O 19.77 -5.07 10.34
C 19.28 -4.61 11.66
H 20.30 -7.09 6.64
H 19.81 -8.42 7.45
H 21.26 -8.58 6.56
H 22.44 -7.08 8.24
H 21.70 -8.30 9.07
H 19.84 -3.74 12.01
H 19.40 -5.27 12.52
H 18.27 -4.20 11.63
C 11.50 -8.33 12.74
C 11.99 -8.98 14.08
O 12.12 -7.89 14.97
C 13.36 -7.23 15.09
O 14.50 -7.67 14.76
O 13.18 -6.13 15.87
C 14.31 -5.34 16.23
H 11.43 -8.90 11.81
H 12.30 -7.60 12.60
H 10.55 -7.82 12.88
H 12.94 -9.51 13.95
H 11.20 -9.48 14.64
H 15.32 -5.69 16.41
H 13.92 -5.03 17.20
H 14.41 -4.55 15.49
C 6.35 -0.17 6.57
C 6.32 0.11 8.05
O 7.06 -0.88 8.74
C 8.38 -0.68 9.03
O 9.07 0.26 8.77
O 8.84 -1.67 9.84
C 10.14 -1.63 10.43
H 5.94 -1.16 6.39
H 7.28 -0.21 6.01
H 5.67 0.54 6.10
H 5.28 -0.06 8.30
H 6.68 1.13 8.22
H 10.35 -2.60 10.89
H 10.21 -0.91 11.25
H 10.95 -1.40 9.74
C 2.22 -1.29 14.10
C 3.57 -1.94 14.13
O 3.46 -3.29 13.60
C 4.39 -4.25 14.01
O 5.25 -4.09 14.89
O 3.89 -5.37 13.46
C 4.24 -6.71 13.93
H 2.08 -0.53 14.87
H 1.48 -2.05 14.31
H 2.01 -0.89 13.11
H 4.02 -1.89 15.12
H 4.34 -1.44 13.54
H 4.88 -6.57 14.80
H 4.80 -7.29 13.19
H 3.27 -7.13 14.20
C 8.83 8.38 4.29
C 7.52 8.02 3.58
O 6.48 8.88 4.21
C 5.47 8.31 4.86
O 5.32 7.07 5.00
O 4.56 9.23 5.39
C 4.69 10.63 5.19
H 8.85 9.41 4.62
H 9.66 8.41 3.58
H 8.85 7.76 5.19
H 7.25 6.96 3.54
H 7.41 8.43 2.57
H 4.32 10.92 4.21
H 5.71 11.01 5.22
H 3.97 11.18 5.80
*
```

Summary:
Energy above the lowest of the compared OMol25 structures with the same formula, charge and spin ... 197.0 kcal per mole
Calculated total energy ... -125036.41548 eV
Gap between HOMO and LUMO ... 10.7 eV
HOMO ... -10.5648 eV

Here are the Mulliken charges for atoms 1 to 8, given in e: C -1.104; C -0.148; O -0.302; C 0.765; O -0.533; O -0.339; C -0.665; H 0.282

[4]
ORCA calculation (ωB97M-V/def2-TZVPD) on a molecular structure, C4H6O2.

Structure (ORCA input):
```
! RIJCOSX wB97M-V def2-TZVPD def2/J DEFGRID3
* xyz 0 1
C 1.15 -0.17 1.10
C 0.38 0.38 -0.07
C -0.52 -0.54 -0.91
C -1.58 0.50 -0.58
O -2.69 0.76 -0.92
O -0.80 1.17 0.31
H 0.54 -0.88 1.68
H 1.48 0.63 1.75
H 2.03 -0.70 0.73
H 1.01 1.03 -0.69
H -0.29 -0.68 -1.97
H -0.73 -1.50 -0.43
*
```

Summary:
Energy above the lowest of the compared OMol25 structures with the same formula, charge and spin ... 11.9 kcal per mole
Calculated total energy ... -8339.94521 eV
Gap between HOMO and LUMO ... 11.4 eV
HOMO ... -10.5231 eV

Here are the Mulliken charges for atoms 1 to 8, given in e: C -1.304; C 0.417; C -0.499; C 0.549; O -0.544; O -0.369; H 0.326; H 0.313

[5]
ORCA calculation (ωB97M-V/def2-TZVPD) on 2 unconnected molecules or ions with the total composition C6H20FNO5P2S.

Structure (ORCA input):
```
! RIJCOSX wB97M-V def2-TZVPD def2/J DEFGRID3
* xyz 0 1
C 4.40 1.15 2.39
C 3.89 2.08 1.30
O 3.21 1.44 0.24
P 1.66 0.79 0.54
O 1.02 1.78 -0.56
C 2.21 -0.89 0.02
C 2.35 -1.86 1.18
F 3.69 -2.00 1.50
P -0.43 -0.02 1.04
N -1.57 0.86 0.47
O -0.60 -1.56 0.55
O -0.54 -0.16 2.67
H 5.35 0.72 2.14
H 4.53 1.75 3.28
H 3.68 0.40 2.65
H 3.31 2.90 1.72
H 4.76 2.54 0.86
H 1.70 1.31 1.86
H 0.56 1.24 -1.23
H 3.20 -0.78 -0.39
H 1.60 -1.29 -0.76
H 2.02 -2.84 0.87
H 1.84 -1.51 2.06
H -2.18 0.31 -0.13
H -0.60 -2.17 1.30
H -0.29 0.68 3.10
C -4.35 0.54 -3.58
S -4.53 -0.17 -1.94
O -3.26 -0.89 -1.64
C -5.74 -1.42 -2.40
H -3.60 1.32 -3.52
H -4.04 -0.23 -4.28
H -5.30 0.97 -3.89
H -5.33 -2.06 -3.18
H -6.65 -0.93 -2.74
H -5.96 -2.01 -1.51
*
```

Summary:
Energy above the lowest of the compared OMol25 structures with the same formula, charge and spin ... 0.0 kcal per mole
Calculated total energy ... -50403.64471 eV
Gap between HOMO and LUMO ... 8.6 eV
HOMO ... -7.9453 eV

Here are the Mulliken charges for atoms 1 to 8, given in e: C -0.780; C -0.529; O -0.586; P 0.572; O -0.545; C -0.851; C -0.228; F -0.344